*i*
The following is a DFT calculation (ωB97M-V/def2-TZVPD) of a 11-piece molecular cluster, C11H44O11 overall.

Values from the calculation:
Structure (SMILES) ... CO.CO.CO.CO.CO.CO.CO.CO.CO.CO.CO
Charge ... 0
Kohn-Sham gap ... 9.584 eV
Molecular weight ... 352.46 g/mol
HOMO level ... -9.46 eV
E_LUMO ... 0.00437 hartree

The geometry in XYZ format:
```
66
Properties=species:S:1:pos:R:3:nbo_charge:R:1
H -2.793 -0.228 5.846 0.465
H -2.199 -3.468 -3.874 0.178
H 1.231 -1.658 -4.443 0.160
O -2.560 0.226 5.032 -0.716
H 2.926 -2.505 3.369 0.165
H 2.586 -2.193 -3.565 0.147
H -0.088 1.133 -0.119 0.183
H 3.206 -1.607 1.914 0.185
C -2.080 -0.748 4.180 -0.242
C 1.727 3.314 -1.845 -0.260
C -3.576 -2.384 0.505 -0.249
H 1.290 -0.053 0.077 0.192
C 0.627 4.614 2.217 -0.262
C 3.480 2.429 1.674 -0.256
H 1.590 -1.607 2.583 0.172
O -2.646 0.879 -2.221 -0.770
O 0.469 3.690 -1.152 -0.773
C 0.226 0.089 -0.108 -0.253
O -0.142 -0.344 -1.417 -0.776
C 2.202 -1.315 -4.084 -0.242
O -2.896 -1.458 -3.817 -0.738
H -0.721 -4.744 -0.632 0.165
H -3.146 0.929 -1.403 0.481
H -0.672 3.145 2.033 0.483
H -2.493 3.007 -2.019 0.194
O 3.041 -0.474 3.653 -0.739
H -1.805 2.295 -3.512 0.201
H 3.483 1.834 0.761 0.158
C 2.647 -1.588 2.849 -0.251
H 2.850 3.306 1.529 0.170
H -0.998 -2.212 -3.581 0.148
H 0.569 3.592 -0.202 0.489
H -1.895 -0.409 3.161 0.174
H 1.432 2.815 -2.768 0.190
H -1.120 -1.163 4.488 0.157
H -3.636 -4.325 0.209 0.468
H -0.984 0.054 -1.650 0.496
O 2.061 -0.172 -3.270 -0.750
O 0.057 3.514 1.528 -0.750
H -4.445 -2.328 1.160 0.167
H -2.643 -2.317 1.065 0.165
H 2.244 2.551 -1.264 0.169
H 0.794 -4.058 -1.318 0.162
H -0.409 -2.961 -0.767 0.198
O -3.506 -3.533 -0.318 -0.722
H 2.903 -1.147 -4.901 0.176
H 1.260 -0.248 -2.747 0.496
H 3.100 1.789 2.470 0.184
C -2.606 2.230 -2.775 -0.255
H 1.272 4.283 3.031 0.180
H -0.142 5.327 2.517 0.175
H -2.624 -0.707 -3.285 0.481
O 0.627 -3.995 0.712 -0.744
H 2.424 4.138 -1.999 0.170
H 1.290 -4.688 0.757 0.467
H -2.163 -2.550 -2.335 0.166
H -2.868 -1.502 4.194 0.161
H 5.140 2.084 2.505 0.463
C -2.039 -2.492 -3.416 -0.247
O 4.781 2.862 2.070 -0.721
H -3.553 2.310 -3.308 0.178
H 2.767 -0.595 4.565 0.470
H -0.361 -0.427 0.652 0.155
C 0.016 -3.944 -0.563 -0.250
H -3.697 -1.509 -0.133 0.172
H 1.190 5.216 1.505 0.191
```

*ii*
The following is a DFT calculation (ωB97M-V/def2-TZVPD) of a 11-piece molecular cluster, C11H44O11 overall.

Values from the calculation:
Structure (SMILES) ... CO.CO.CO.CO.CO.CO.CO.CO.CO.CO.CO
Charge ... 0
Kohn-Sham gap ... 10.355 eV
Molecular weight ... 352.46 g/mol
HOMO level ... -9.94 eV
E_LUMO ... 0.01535 hartree

The geometry in XYZ format:
```
66
Properties=species:S:1:pos:R:3:nbo_charge:R:1
C -1.232 4.281 -0.438 -0.259
C -1.012 -0.479 -4.166 -0.249
O 3.787 2.920 -0.996 -0.742
H -0.835 -1.164 0.152 0.507
O 2.046 -0.420 3.406 -0.751
H 0.841 -5.514 -0.457 0.165
O -1.607 -2.666 1.736 -0.765
H 2.649 2.531 0.725 0.160
H 0.996 0.704 -2.657 0.507
H -1.781 2.967 2.884 0.178
H -3.328 -2.642 2.795 0.167
O -2.312 3.748 -1.189 -0.726
O -3.901 -0.251 -1.343 -0.738
H -0.947 0.572 -4.282 0.170
C -2.985 -2.975 1.812 -0.249
H -1.590 5.219 -0.002 0.184
O 2.213 -2.274 -0.471 -0.794
H -1.880 -0.712 -3.515 0.186
H -1.935 3.246 -1.943 0.463
H -0.527 -4.466 -0.703 0.143
C 0.281 0.419 0.467 -0.254
H 3.048 -1.049 -1.881 0.165
C -1.613 2.325 3.733 -0.242
C 3.671 2.416 0.352 -0.251
H 0.005 0.367 1.513 0.195
H -0.133 2.851 -2.673 0.131
C 1.890 -1.782 3.047 -0.246
H 0.670 2.368 -4.148 0.169
H 2.701 -2.086 2.343 0.168
H 3.943 1.360 0.312 0.160
H 1.915 -2.329 3.999 0.185
H -2.857 0.407 0.355 0.158
O -0.373 1.718 3.551 -0.739
H -1.197 -0.916 -5.131 0.170
H 3.145 2.388 -1.503 0.481
H -3.923 1.669 -0.408 0.187
H -3.491 -2.350 1.080 0.167
H 0.990 -1.975 2.503 0.168
C 3.297 -1.515 -0.886 -0.241
H 4.248 -2.104 -1.011 0.186
H -1.036 3.595 0.408 0.161
H -2.442 1.611 3.867 0.160
H 1.375 -1.773 -0.429 0.506
H 4.398 2.980 0.962 0.188
H -1.715 3.026 4.598 0.157
C 0.000 -5.100 0.063 -0.235
H 0.149 -1.720 -3.103 0.488
C 0.841 2.576 -3.073 -0.242
H -4.632 -0.612 -0.829 0.464
H -0.649 -5.918 0.381 0.175
H 1.341 0.672 0.276 0.182
H -1.104 -3.470 1.905 0.500
H -0.257 4.445 -0.999 0.178
O 1.404 1.514 -2.331 -0.765
H 1.961 0.224 2.685 0.476
C -3.276 0.823 -0.582 -0.247
H 1.530 3.413 -3.042 0.193
O 0.485 -4.363 1.067 -0.746
O 0.219 -0.885 -3.588 -0.751
H 1.130 -3.748 0.667 0.503
O -0.026 -0.773 -0.256 -0.775
H 3.505 -0.659 -0.231 0.153
H -3.205 -4.042 1.622 0.173
H -0.174 0.985 4.148 0.488
H -2.438 1.148 -1.193 0.176
H -0.262 1.246 0.042 0.167
```

In order of decreasing stability: *ii*, *i*.

*i*
The following is a DFT calculation (ωB97M-V/def2-TZVPD) of a single C2H4ClNS molecule.

Values from the calculation:
Structure (SMILES) ... CN(Cl)C=S
Charge ... 0
Kohn-Sham gap ... 8.905 eV
Molecular weight ... 109.58 g/mol
HOMO level ... -8.62 eV
E_LUMO ... 0.01031 hartree

The geometry in XYZ format:
```
9
Properties=species:S:1:pos:R:3:nbo_charge:R:1
C 0.618 -1.240 0.038 -0.087
S 2.181 -0.782 0.009 -0.150
N -0.401 -0.391 0.031 -0.393
C -0.204 1.175 -0.030 -0.406
H 0.336 -2.290 0.062 0.212
H -0.148 1.537 0.991 0.217
Cl -2.045 -0.929 0.016 0.148
H 0.724 1.345 -0.562 0.243
H -1.060 1.575 -0.556 0.215
```

*ii*
The following is a DFT calculation (ωB97M-V/def2-TZVPD) of C2H4ClNS as an isolated structure.

Values from the calculation:
Charge ... 0
Kohn-Sham gap ... 7.973 eV
Molecular weight ... 109.58 g/mol
HOMO level ... -8.60 eV
E_LUMO ... -0.02293 hartree

The geometry in XYZ format:
```
9
Properties=species:S:1:pos:R:3:nbo_charge:R:1
H 0.715 0.934 -0.316 0.214
H 0.820 -2.821 0.125 0.209
H -0.928 0.928 -1.030 0.210
S 2.480 -1.036 -0.086 0.153
C -0.329 0.640 -0.158 -0.458
Cl -1.546 -1.658 -0.816 0.079
C 1.115 -1.801 0.061 -0.137
H -0.723 1.151 0.729 0.207
N -0.423 -0.751 0.117 -0.477
```

*iii*
The following is a DFT calculation (ωB97M-V/def2-TZVPD) of a single C2H4ClNS molecule.

Values from the calculation:
Structure (SMILES) ... CN(Cl)C=S
Charge ... 0
Kohn-Sham gap ... 8.656 eV
Molecular weight ... 109.58 g/mol
HOMO level ... -9.09 eV
E_LUMO ... -0.01580 hartree

The geometry in XYZ format:
```
9
Properties=species:S:1:pos:R:3:nbo_charge:R:1
S -0.170 -1.630 -1.680 0.124
C -0.245 -1.396 -0.134 -0.186
H -0.873 -2.104 0.509 0.211
Cl -0.878 0.362 1.877 0.116
H -0.475 1.234 -0.711 0.174
H 0.694 1.804 0.454 0.208
N 0.292 -0.046 0.760 -0.442
C 0.488 1.058 -0.166 -0.427
H 1.166 0.716 -0.910 0.221
```

In order of decreasing stability: *i*, *iii*, *ii*.